This record from OMol25 describes C10H9BiN2O2S3Se4 as an isolated structure. The level of theory is wB97M-V/def2-TZVPD.

```
31
C10H9BiN2O2S3Se4 wB97M-V/def2-TZVPD
Bi -3.151 -0.867 -0.291
O -1.567 2.275 3.142
C -0.270 2.360 2.816
C 0.544 3.198 3.584
C 1.888 3.331 3.294
C 2.445 2.636 2.226
C 1.646 1.804 1.461
C 0.291 1.645 1.741
C -0.569 0.734 0.926
O -1.796 0.607 1.244
N 0.043 0.139 -0.067
N -0.705 -0.692 -0.862
C -0.011 -1.147 -1.835
S -0.565 -2.198 -3.106
C 0.910 -1.917 -4.150
C 2.108 -1.812 -3.240
S 1.695 -0.632 -1.915
H -1.958 1.617 2.499
H 0.087 3.732 4.408
H 2.504 3.979 3.907
H 3.498 2.740 1.995
H 2.055 1.257 0.623
H 0.761 -1.000 -4.721
H 0.976 -2.766 -4.831
H 2.993 -1.432 -3.753
H 2.329 -2.776 -2.782
Se -3.966 -2.605 -2.279
Se -4.103 -4.579 -0.990
Se -2.097 -4.765 0.188
Se -2.347 -3.911 2.304
S -3.669 1.043 -1.538
```

Output
- relative energy (zero: lowest compared OMol25 entry of this formula, charge and spin) (kJ/mol) = 48.36
- HOMO energy (eV) = -0.66
- frontier orbital gap (eV) = 4.70
- LUMO level (eV) = 4.04
- net charge = -2
- DFT total energy (hartree) = -11661.497659

These are the Mulliken partial charges, in e, on atoms 1 to 4:
1. Bi 0.95
2. O -0.71
3. C 0.20
4. C -0.72